Arrangement i

Below is C5H8N2O3 as an isolated structure, with properties calculated with ωB97M-V/def2-TZVPD.

The geometry in XYZ format:
```
18
Properties=species:S:1:pos:R:3:nbo_charge:R:1
H -2.51985 -0.31876 -0.42755 0.25
H 1.52769 -1.49768 -0.37372 0.41
O 1.60567 0.33898 1.57689 -0.67
O 2.45217 1.20462 -0.27894 -0.71
C -0.50372 -1.26004 -0.49976 -0.07
C -1.50776 -0.23138 -0.03528 -0.33
H 0.38416 2.53414 0.13934 0.42
H -0.36112 -1.06102 1.69893 0.27
H -1.75550 -2.12047 1.10482 0.23
H 2.18136 1.63174 -1.10034 0.47
C 1.37193 0.71301 0.42231 0.89
N 0.21104 1.53399 0.14929 -0.71
H -0.85379 -1.98625 -1.23505 0.21
H 1.02551 -0.60011 -1.68185 0.39
N 0.85613 -0.80336 -0.69808 -0.72
C -1.11186 1.19358 0.13516 0.68
C -1.03132 -1.33643 0.88760 -0.41
O -1.97073 2.06544 0.21623 -0.60
```

Spin multiplicity ... 1
Frontier orbital gap ... 9.95 eV
LUMO ... 0.01005 Eh

Arrangement ii

Below is a 2-piece molecular cluster, C5H8N2O3 overall, with properties calculated with ωB97M-V/def2-TZVPD.

The geometry in XYZ format:
```
18
Properties=species:S:1:pos:R:3:nbo_charge:R:1
C 0.29255 -0.21970 0.25752 0.67
H 0.16722 2.21816 -2.65038 0.46
H 1.38502 0.32259 -3.60293 0.14
O 0.40358 0.21739 -0.87698 -0.60
H -0.21171 0.03701 -2.52328 0.21
C 0.27816 0.50572 -3.46035 -0.25
H 1.49713 -0.29205 3.47366 0.22
C 1.26485 -0.23637 1.32911 -0.41
C 0.87679 -0.35164 2.63588 0.10
O -2.63237 -1.06517 2.33150 -0.59
H -0.13777 0.21034 -4.36338 0.16
O 0.05480 1.86458 -3.51077 -0.73
N -0.44260 -0.63039 3.03420 -0.63
H -1.74766 -0.71272 0.00237 0.44
C -1.48966 -0.76486 2.04609 0.79
H -0.81269 -0.51681 4.06339 0.44
N -1.01950 -0.58259 0.74589 -0.66
H 2.27387 -0.00349 1.06848 0.25
```

Spin multiplicity ... 1
Frontier orbital gap ... 9.47 eV
LUMO ... 0.00353 Eh
Structure (SMILES) ... O=c1cc[nH]c(=O)[nH]1.CO

Arrangement iii

Below is a 2-piece molecular cluster, C5H8N2O3 overall, with properties calculated with ωB97M-V/def2-TZVPD.

The geometry in XYZ format:
```
18
Properties=species:S:1:pos:R:3:nbo_charge:R:1
C -0.13738 -0.52450 -0.25236 0.61
C -1.90780 -1.70437 -0.28310 -0.10
C 2.36371 -0.01970 -0.64759 0.04
N 2.84958 -0.79752 0.40329 0.44
O -0.69293 -1.38761 -1.08122 -0.51
O 2.90820 -0.37257 1.53744 -0.39
H -1.62530 -2.66271 0.18058 0.19
H 1.72159 1.88609 -1.35372 0.25
H -2.35188 -0.93134 1.80522 0.22
N -0.67016 -0.13607 0.81415 -0.54
H -2.58968 0.33371 0.69733 0.21
O 3.20185 -1.91200 0.10644 -0.39
C -2.04836 -0.63677 0.82491 -0.28
H 2.39939 -0.68398 -1.56036 0.24
H 2.06386 1.71396 0.46126 0.27
H 3.37616 1.95091 -0.72756 0.24
C 2.33783 1.43801 -0.56272 -0.71
H -2.72727 -1.95644 -0.80664 0.20
```

Spin multiplicity ... 1
Frontier orbital gap (alpha / beta) ... 8.22 / 8.11 eV
LUMO (alpha / beta) ... -0.05212 / -0.04749 Eh

Which one sits at the top of the stability order? arrangement ii does.

Arrangement i

Below is an isolated ion of composition CH3NO2P and charge -1, with properties calculated with ωB97M-V/def2-TZVPD.

The geometry in XYZ format:
```
8
Properties=species:S:1:pos:R:3:nbo_charge:R:1
O 1.17846 -1.33763 0.22602 -1.05
P 1.10249 0.36864 0.46194 1.27
C -0.74834 0.27090 -0.09118 -0.15
O 1.91156 0.93590 -0.70350 -1.20
H 1.96750 -1.40752 -0.31534 0.47
H -1.31109 -0.65821 -0.81238 0.07
N -1.52569 0.90930 0.64195 -0.72
H -2.57490 0.91862 0.59250 0.32
```

Spin multiplicity ... 1
Frontier orbital gap ... 7.48 eV
LUMO ... 0.16932 Eh
Charge ... -1
Structure (SMILES) ... [H]/N=C/P([O-])O

Arrangement ii

Below is an isolated ion of composition CH3NO2P and charge -1, with properties calculated with ωB97M-V/def2-TZVPD.

The geometry in XYZ format:
```
8
Properties=species:S:1:pos:R:3:nbo_charge:R:1
O 2.46206 -0.14242 -0.68065 -0.78
N 0.17708 0.05378 -0.77910 -1.10
H -1.47581 1.20971 -1.76159 -0.12
H 2.48247 -0.49119 -1.58849 0.47
P -1.32270 0.58288 -0.58348 0.52
H -1.21262 1.76455 0.13839 -0.11
C 1.26972 0.36809 -0.12089 0.85
O 1.41973 0.99958 0.90409 -0.73
```

Spin multiplicity ... 1
Frontier orbital gap ... 7.29 eV
LUMO ... 0.15575 Eh
Charge ... -1
Structure (SMILES) ... [O-]/C(O)=N\P

Which one sits at the top of the stability order? arrangement ii does.

Arrangement i

Below is C43H48As3F5N9O3SeV as an isolated structure, with properties calculated with ωB97M-V/def2-TZVPD.

The geometry in XYZ format:
```
113
Properties=species:S:1:pos:R:3:lowdin_charge:R:1
H 3.89463 -3.73087 4.36117 0.06
C -1.20635 1.83371 3.56037 -0.37
H 4.30626 0.28109 3.01353 0.03
C 3.22479 -2.96174 -1.38026 -0.33
C -2.50993 2.35760 -2.24019 -0.11
C 1.96801 1.43470 -4.05985 -0.01
C -1.24542 -3.03583 -3.79376 -0.06
Se -1.44705 -0.38786 4.68838 1.41
H 2.92358 -2.94166 -2.42890 0.02
C -0.20320 2.38437 -3.77354 -0.09
H -1.02454 3.96030 4.05568 0.14
C -1.26088 -1.62790 2.13513 -0.61
H 2.17651 4.06175 -3.10477 0.12
H -0.21251 -1.15096 -3.44860 0.11
H 1.01295 1.74696 3.41695 0.02
N -1.23684 -0.33714 2.91992 -0.19
H -2.52350 -4.59887 -3.12246 0.16
N -1.45040 -1.94602 -1.83796 0.02
N -2.07841 -3.72365 -2.93016 0.12
H 3.78041 -3.88276 -1.18860 0.03
C -5.60365 -0.32364 0.43316 -0.16
H -0.09497 -4.75253 -0.45228 0.02
F -6.04684 -0.37025 -3.11284 0.14
H 1.43792 -2.57696 5.91592 0.02
H 3.87932 -2.10794 -1.19633 0.00
C -0.37181 1.56980 -2.64246 -0.14
H 1.65532 7.47851 0.04564 0.10
C 4.40518 -2.73767 2.01638 -0.07
C -2.45201 3.15993 -3.39397 -0.01
N -1.53187 1.55734 -1.88027 0.06
C 2.22539 -3.81686 1.35040 -0.35
C 0.64892 0.71520 -2.18235 -0.34
H 2.56904 -0.04477 -2.55767 0.12
C -1.03801 3.22095 3.25874 0.03
H 4.96750 -2.22744 2.80682 0.09
H 4.35274 -2.07360 1.15184 0.05
H 0.59881 -4.38818 -2.05080 0.01
C -2.18087 -3.05147 -1.76538 -0.36
H 2.89210 1.36868 -4.62897 0.13
F -3.72830 -0.22027 1.75921 0.05
C -0.20226 7.06725 -3.45905 0.01
F -3.46367 -0.29735 -2.99832 0.09
H -0.86036 7.92885 -3.54169 0.13
C -1.32160 3.15805 -4.16356 0.03
H -1.28967 3.73489 -5.07990 0.12
H 0.12687 -3.70509 6.30391 0.02
N -1.15575 -1.40071 0.84888 -0.03
H -2.53715 -3.32333 0.31047 0.06
C 0.77670 -3.34280 5.50467 -0.37
N 1.31056 3.14095 -5.64577 0.09
C -6.22492 -0.35984 -0.78702 -0.15
C 3.16707 -4.14032 3.65408 -0.39
As 1.59850 -2.86015 -0.28293 1.14
H 2.25908 0.89706 4.34832 0.05
C -0.88737 3.53828 1.96669 0.01
C 3.78736 0.57281 2.09863 -0.33
C -4.23261 -0.26955 0.48289 -0.21
H 3.62387 -5.04618 3.25310 0.06
C 1.41105 0.76127 3.67416 -0.32
N -1.10811 1.24633 1.15455 0.12
H -4.00212 -3.13766 -0.64867 0.09
H 2.70643 -1.59827 4.01037 0.08
H 1.28748 -4.20203 1.76451 0.03
H 0.87387 -6.29953 2.94886 0.02
O -1.35823 -2.62808 2.81213 0.04
H -1.01398 -3.38347 -4.78997 0.13
H -3.31693 3.75320 -3.67501 0.12
H -0.32629 6.51228 -5.53379 0.12
C 0.35196 6.77461 -2.22492 -0.28
C 1.22533 5.70004 -2.10023 0.00
O -0.00552 7.59530 -1.20091 -0.07
C -5.45645 -0.34400 -1.92577 -0.16
O 0.35911 -0.00104 -1.07312 -0.29
H 1.52293 -5.34906 -0.88001 0.03
C 1.04461 2.33954 -4.45495 -0.24
C 1.79365 0.63778 -2.89078 0.02
H -0.72496 4.56668 1.66896 0.11
V -1.28380 -0.32679 -0.42367 0.84
N 1.12023 4.38375 -5.66405 0.09
C -1.17742 0.89324 2.47794 -0.34
C -4.08545 -0.30100 -1.82190 -0.27
H 0.15313 -2.91877 4.71214 -0.05
H 4.96766 -3.63041 1.72236 0.09
C 0.82560 -4.51613 -0.99177 -0.32
C -2.99731 -3.56855 -0.63483 0.02
C 2.24796 -1.88737 3.06007 -0.36
H 0.33554 6.34384 0.42397 0.07
F -7.54243 -0.40384 -0.86650 0.15
C -3.38104 -0.25878 -0.61232 -0.08
H -3.39541 2.35631 -1.61079 0.13
H 2.81046 -4.67083 0.99666 0.08
C 0.09663 6.28199 -4.55828 -0.02
C 1.47988 4.88332 -3.20555 -0.02
H 0.13970 8.08074 0.74431 0.10
H -0.10310 -4.81183 3.10646 -0.01
H 3.65543 1.65502 2.10021 0.02
F -6.33076 -0.34504 1.55308 0.13
H -0.29231 -6.13432 4.26726 0.02
C -0.94860 2.52138 0.94882 -0.02
H 4.38954 0.30149 1.23615 0.01
C -0.85893 -1.94331 -3.11081 -0.09
C 0.57260 7.35122 0.07019 -0.07
As 1.79989 -4.88669 4.85258 1.15
C 0.42705 -5.59412 3.64990 -0.35
H 1.72045 5.48563 -1.15971 0.10
C 2.99512 -3.12313 2.50031 -0.64
H 0.64206 0.19518 4.21406 -0.06
H 1.21760 -2.19657 3.27531 0.03
H -0.85507 2.80344 -0.09152 0.12
N -1.35868 1.33593 4.76965 -0.16
C 0.89985 5.15744 -4.43348 -0.28
As 1.99476 -0.20996 2.04720 1.16
H -3.09131 -4.65326 -0.70919 0.09
```

Spin multiplicity ... 2
Frontier orbital gap (alpha / beta) ... 4.59 / 4.64 eV
LUMO (alpha / beta) ... -0.19700 / -0.19651 Eh
Charge ... +1

Arrangement ii

Below is C43H48As3F5N9O3SeV as an isolated structure, with properties calculated with ωB97M-V/def2-TZVPD.

The geometry in XYZ format:
```
113
Properties=species:S:1:pos:R:3:lowdin_charge:R:1
Se -0.35337 5.61310 -0.93768 1.18
H 1.37497 -1.07182 6.64782 0.12
H -2.73375 -2.65426 4.72139 0.13
H -4.71253 0.37152 -0.10075 0.05
H 4.52550 -6.04941 3.38007 0.10
C 2.85074 4.59946 0.98986 0.05
H -3.62666 0.28540 1.30084 0.03
F 0.13098 -2.47472 0.65842 0.08
C 3.72372 -4.45107 5.38953 -0.28
C -3.41646 2.92664 -0.23599 -0.26
H -0.17571 3.73155 -5.98426 0.00
C -3.86907 4.92462 -5.44221 -0.34
C 2.32965 -3.78249 7.22039 -0.02
H 2.73097 -4.60194 3.47706 0.10
H 1.48323 -0.82409 -3.66459 0.01
C -1.89229 -2.06829 4.37337 0.01
H 4.40843 -4.30120 7.40558 0.13
H -3.47209 -0.90537 -0.02534 -0.01
F 1.89465 -4.21221 -0.04117 0.12
C 3.55976 -4.17532 6.74548 0.01
As -2.45253 1.30026 -0.65591 1.16
C 1.56500 0.23079 -3.91410 -0.27
H -2.64735 -5.60285 -0.41847 0.11
H 2.03130 3.25326 -2.76709 0.03
C 2.11036 -2.93083 -0.35282 -0.15
H -1.72859 3.15660 -6.64881 0.02
H 4.12947 3.12137 1.82037 0.12
H -4.16734 4.02758 -5.98305 0.02
C -0.85853 -0.76057 2.65523 -0.23
H 3.16574 0.39231 5.76437 0.12
C 1.35150 -0.72582 5.62375 0.02
H -1.33703 -5.19781 -2.57242 0.16
H -3.15200 -3.09254 0.53864 0.09
C -2.39402 -4.63312 -0.81298 -0.08
H 2.58897 0.55276 -3.74044 0.03
H -3.54036 3.48317 -3.03561 0.07
V -0.18816 0.88788 0.34934 0.76
H -1.86875 3.36408 -2.53187 -0.02
H 0.57270 -3.83807 4.32611 0.12
O 4.96049 -4.84122 5.01686 -0.07
C -1.52796 -3.12982 -2.18786 -0.40
C -1.20962 3.99826 -6.19445 -0.34
H -3.82233 5.76012 -6.13930 0.02
C 2.36700 2.23984 0.94510 -0.10
H 0.06271 -3.18340 -3.62682 0.09
C 1.28629 -0.60475 -0.32383 -0.07
C 2.23980 0.55324 3.81884 -0.10
C -1.92347 -1.46926 3.10256 0.03
F 2.82010 0.93272 -1.35776 0.00
C -2.51461 1.71360 -3.72237 -0.65
C -3.70767 0.12087 0.22752 -0.24
C 0.28114 -1.09180 4.78003 -0.09
C 0.26039 -0.52828 3.48983 -0.15
N 1.14247 5.95150 -0.09299 -0.20
C 1.41227 -3.90037 5.00551 -0.02
C 1.25445 -3.60190 6.35328 -0.29
N 1.24685 0.27484 3.01170 0.13
H 0.49130 3.86617 -3.40329 -0.02
C -3.50465 1.40153 -4.85144 -0.05
O -0.61914 2.75867 3.89582 0.11
F 4.15818 -3.50258 -1.36599 0.14
C 3.26018 -2.58386 -1.02822 -0.14
C 2.48757 -0.33399 -0.98050 -0.29
N 1.22373 2.33852 0.30981 -0.02
H -2.79245 -1.58273 2.46675 0.11
N -0.86759 -2.55170 6.47081 0.08
C -0.82818 2.51607 2.76095 -0.46
C 3.45086 -1.25691 -1.34138 -0.16
H -3.17845 1.84846 -5.79099 0.07
O -0.83664 -0.21238 1.39339 -0.26
C 1.19150 3.03274 -3.42739 -0.29
N -0.26464 3.85859 -0.73249 -0.24
C 1.62638 4.78305 0.28122 -0.37
C 3.20718 3.33132 1.29517 -0.01
As 0.35585 1.35505 -2.85916 1.19
F 4.54727 -0.87523 -2.00027 0.12
C 0.83785 3.62396 -0.06938 -0.46
C -2.98817 0.89860 -2.50179 -0.30
H -0.79884 1.78429 -5.04932 0.05
As -2.11110 4.71528 -4.60938 1.13
N -1.67989 -4.46383 -1.97798 0.10
H 4.96230 -4.36439 2.99425 0.09
H -2.96103 3.81506 -0.65443 0.00
C -0.79778 -2.56780 -3.35840 -0.01
H -4.61522 5.15561 -4.68226 0.02
H 3.02081 1.20399 3.43275 0.10
N -2.09140 -2.43685 -1.22710 0.09
C -0.79164 -1.95648 5.17662 -0.21
C -2.53760 3.21303 -3.37992 -0.40
H -1.44277 -2.48693 -4.23719 0.09
H -2.72670 -0.15655 -2.62023 0.07
H 6.20272 -5.49413 3.57438 0.10
H 1.31788 0.37364 -4.96542 0.04
N 0.03774 -3.20265 7.01254 0.08
H -1.17764 0.19005 -4.42705 0.07
H -4.07663 0.95317 -2.43529 0.09
H -3.59176 0.32187 -5.00651 0.09
H 3.45532 5.45587 1.26108 0.13
C 1.17982 -1.96417 -0.00887 -0.23
H -0.44554 -1.57662 -3.09280 0.03
H -4.42369 2.80403 -0.62672 0.05
C 2.33229 0.09025 5.14470 -0.01
H -4.49784 1.79288 -4.61488 0.09
H 1.56997 2.91124 -4.44177 0.03
C -1.12211 1.24815 -4.15962 -0.33
C 2.63822 -4.33792 4.52048 0.00
H 2.17954 -3.59004 8.27644 0.12
C 5.16047 -5.20595 3.65828 -0.07
H -1.20234 4.82387 -6.90671 0.03
N -1.07640 2.30802 1.59506 -0.02
C -2.63759 -3.37568 -0.36715 -0.15
H -3.43809 3.01022 0.84567 0.03
H 2.65923 1.23338 1.20719 0.10
```

Spin multiplicity ... 2
Frontier orbital gap (alpha / beta) ... 5.88 / 5.93 eV
LUMO (alpha / beta) ... -0.15521 / -0.15334 Eh
Charge ... +1

Which one sits at the top of the stability order? arrangement ii does.